# 1
{
  "formula": "C10H17NO2S2",
  "method": "ωB97M-V/def2-TZVPD",
  "e_homo_ha": -0.308,
  "relative_energy_ev": 0.0000,
  "orbital_gap_ev": 7.7959,
  "energy_ha": -1392.83336,
  "species": ["C", "C", "S", "C", "S", "N", "C", "O", "C", "C", "O", "C", "C", "C", "C", "H", "H", "H", "H", "H", "H", "H", "H", "H", "H", "H", "H", "H", "H", "H", "H", "H"],
  "positions_angstrom": [[-4.0881, -3.7606, 0.3450], [-2.6802, -3.4414, 0.8290], [-1.6095, -2.9071, -0.5845], [-0.0673, -2.5908, 0.3162], [1.1088, -3.7786, 0.3108], [0.4138, -1.3966, 0.8436], [-0.3359, -0.2360, 1.0434], [-1.5426, -0.1678, 0.8514], [0.3514, 1.0709, 1.4338], [1.5957, 1.2355, 0.5682], [2.6025, 0.6016, 0.8672], [1.6098, 2.1396, -0.7129], [2.8482, 1.8977, -1.6543], [1.6319, 3.5786, -0.2114], [0.3278, 1.8846, -1.5059], [-4.4569, -3.0118, -0.3419], [-4.7893, -3.7924, 1.2307], [-4.0945, -4.7160, -0.1806], [-2.7296, -2.6468, 1.5750], [-2.2112, -4.3202, 1.2892], [1.4123, -1.3377, 1.0454], [-0.3501, 1.9182, 1.3210], [0.6444, 0.9496, 2.4829], [2.7690, 0.9155, -2.1623], [2.9394, 2.6502, -2.4541], [3.7796, 1.9539, -1.1202], [1.7005, 4.2461, -1.0553], [0.6951, 3.8427, 0.3339], [2.4774, 3.7324, 0.4782], [-0.5262, 2.3269, -0.9657], [0.3533, 2.3318, -2.5144], [0.2203, 0.8278, -1.7016]],
  "mulliken_charge": [-1.173, -0.251, -0.077, 0.054, -0.303, -0.106, 0.455, -0.559, -0.563, 0.291, -0.638, 1.843, -1.653, -1.657, -1.708, 0.338, 0.325, 0.316, 0.270, 0.351, 0.316, 0.221, 0.440, 0.369, 0.394, 0.388, 0.447, 0.319, 0.392, 0.329, 0.458, 0.373]
}

***

# 2
{
  "formula": "C43H73InN2O20P",
  "method": "ωB97M-V/def2-TZVPD",
  "e_homo_ha": -0.172,
  "orbital_gap_ev": 6.4868,
  "energy_ha": -3828.23940,
  "charge": -1,
  "species": ["C", "C", "C", "In", "C", "C", "O", "C", "C", "C", "C", "N", "C", "C", "O", "P", "N", "O", "O", "H", "H", "H", "H", "H", "H", "H", "H", "H", "H", "H", "H", "H", "H", "H", "H", "H", "H", "H", "H", "H", "H", "H", "H", "H", "O", "C", "O", "C", "C", "C", "H", "H", "H", "H", "H", "H", "O", "C", "O", "C", "C", "C", "H", "H", "H", "H", "H", "H", "O", "C", "O", "C", "C", "C", "H", "H", "H", "H", "H", "H", "O", "C", "O", "C", "C", "C", "H", "H", "H", "H", "H", "H", "O", "C", "O", "C", "C", "C", "H", "H", "H", "H", "H", "H", "O", "C", "O", "C", "C", "C", "H", "H", "H", "H", "H", "H", "O", "C", "O", "C", "C", "C", "H", "H", "H", "H", "H", "H", "O", "C", "O", "C", "C", "C", "H", "H", "H", "H", "H", "H"],
  "positions_angstrom": [[1.3530, -3.8686, 0.4012], [0.0192, -4.1749, 1.1096], [-0.4819, -2.9722, 1.9237], [-1.6686, -1.4780, 0.8030], [-0.5272, 0.4429, 0.8030], [0.8701, 0.2788, 0.3685], [1.2654, -0.4870, -0.4997], [-3.5314, -1.0499, 1.9918], [-4.7749, -0.7698, 1.1244], [-5.2467, -1.9995, 0.3472], [-6.3583, -2.7953, 1.0148], [-7.5955, -2.0419, 1.2265], [-7.8099, -1.2937, 2.3852], [-6.9429, -1.4803, 3.6093], [-8.7424, -0.4897, 2.4296], [-2.1220, -2.1355, -1.6325], [-0.8888, -2.0957, -2.6137], [-2.8037, -3.6341, -1.7882], [-3.2611, -1.1509, -2.2838], [2.1476, -4.4929, 0.8039], [1.2598, -4.0744, -0.6567], [1.6433, -2.8342, 0.5621], [0.1950, -5.0051, 1.7985], [-0.7202, -4.5224, 0.3901], [0.3615, -2.4630, 2.3877], [-1.1002, -3.3286, 2.7501], [-0.5290, 0.8061, 1.8284], [-0.9936, 1.2212, 0.1976], [1.6265, 0.9505, 0.8420], [-3.3164, -0.1201, 2.5228], [-3.7151, -1.8479, 2.7150], [-4.4787, -0.0097, 0.4044], [-5.5778, -0.3154, 1.7084], [-5.4763, -1.7735, -0.6917], [-4.3977, -2.6828, 0.3092], [-6.6086, -3.6242, 0.3521], [-5.9611, -3.2520, 1.9197], [-8.4183, -2.5498, 0.9504], [-6.2307, -0.6637, 3.6786], [-7.6112, -1.4282, 4.4622], [-6.4170, -2.4263, 3.6480], [-0.0613, -1.8171, -2.0947], [-2.9371, -4.0098, -0.9175], [-2.9819, -1.0235, -3.1979], [-6.4134, 1.5633, -0.4044], [-7.4166, 1.5611, -1.0444], [-7.6029, 2.3920, -2.1135], [-8.9342, 2.2403, -2.6272], [-9.3913, 0.8632, -2.1611], [-8.6540, 0.7197, -0.8294], [-9.5553, 3.0417, -2.2185], [-8.9022, 2.3380, -3.7104], [-10.4738, 0.7765, -2.0848], [-9.0397, 0.1031, -2.8606], [-9.2142, 1.1399, 0.0066], [-8.3742, -0.3008, -0.5912], [2.1341, -6.0624, -1.7526], [1.9520, -5.9722, -2.9264], [0.8928, -6.5490, -3.5489], [0.9669, -6.3313, -4.9637], [1.8564, -5.1065, -5.1369], [2.8032, -5.2371, -3.9450], [1.3960, -7.2240, -5.4280], [-0.0406, -6.1843, -5.3451], [2.3545, -5.0728, -6.1047], [1.2582, -4.2013, -5.0305], [3.6774, -5.8504, -4.1704], [3.1207, -4.2774, -3.5479], [0.4479, -0.4692, 4.8697], [0.1879, 0.6855, 5.0008], [-0.6396, 1.3571, 4.1613], [-0.6800, 2.7497, 4.5031], [-0.2537, 2.8168, 5.9651], [0.7147, 1.6396, 6.0607], [0.0064, 3.2859, 3.8437], [-1.6888, 3.1188, 4.3351], [0.1784, 3.7776, 6.2396], [-1.1155, 2.6371, 6.6097], [1.7331, 1.9216, 5.7902], [0.7146, 1.1603, 7.0351], [-0.8925, 4.5827, -0.4723], [-1.9081, 4.4385, -1.0868], [-2.2089, 5.2068, -2.1665], [-3.5271, 4.8869, -2.6491], [-3.8133, 3.4823, -2.1386], [-3.0400, 3.4637, -0.8221], [-4.2267, 5.6247, -2.2480], [-3.5253, 4.9574, -3.7346], [-4.8748, 3.2684, -2.0319], [-3.3891, 2.7449, -2.8210], [-3.6400, 3.8373, 0.0090], [-2.6622, 2.4738, -0.5916], [5.2380, 2.8358, -4.2075], [4.4262, 2.8342, -3.3249], [4.4173, 1.8986, -2.3541], [3.2754, 2.0957, -1.4824], [2.8834, 3.5513, -1.6682], [3.2738, 3.8010, -3.1234], [2.4883, 1.4055, -1.7859], [3.5630, 1.8673, -0.4594], [1.8345, 3.7383, -1.4440], [3.4842, 4.1820, -1.0148], [2.4768, 3.5374, -3.8204], [3.6005, 4.8202, -3.3117], [4.0579, 4.9108, 1.0737], [3.9345, 6.0907, 1.2029], [3.0303, 6.6415, 2.0455], [3.0253, 8.0711, 1.9087], [4.3874, 8.4220, 1.3206], [4.6852, 7.1879, 0.4706], [2.2024, 8.3492, 1.2469], [2.8548, 8.5134, 2.8871], [4.3847, 9.3583, 0.7662], [5.1250, 8.5051, 2.1200], [4.2707, 7.2719, -0.5354], [5.7429, 6.9502, 0.4107], [5.1416, -6.2491, 3.7890], [5.2360, -5.7575, 2.7006], [4.4526, -6.1214, 1.6662], [4.8645, -5.4405, 0.4600], [5.6160, -4.2045, 0.9352], [6.2236, -4.6979, 2.2465], [5.5043, -6.1200, -0.1087], [3.9820, -5.2113, -0.1318], [6.3454, -3.8388, 0.2177], [4.9084, -3.3989, 1.1379], [7.1919, -5.1787, 2.0939], [6.3169, -3.9190, 2.9981], [7.7936, -2.9672, -1.2931], [7.7480, -1.7778, -1.1575], [6.8853, -1.1645, -0.3231], [6.9912, 0.2692, -0.4621], [8.3790, 0.5116, -1.0388], [8.5853, -0.7421, -1.8844], [6.1996, 0.6074, -1.1324], [6.8494, 0.7294, 0.5125], [8.4493, 1.4429, -1.5967], [9.1166, 0.5410, -0.2345], [8.1840, -0.6264, -2.8921], [9.6221, -1.0613, -1.9373]],
  "mulliken_charge": [-0.132, -0.409, -1.468, 1.100, -0.203, 0.021, -0.475, -1.833, 0.311, 0.290, -1.256, 0.003, 0.554, -0.959, -0.653, 0.592, -0.959, -0.591, -0.333, 0.118, -0.098, 0.079, 0.485, 0.060, 0.485, 0.427, -0.128, -0.006, 0.278, 0.323, 0.342, -0.135, 0.528, 0.344, -0.439, 0.482, 0.220, 0.306, 0.214, 0.402, 0.291, 0.239, 0.364, 0.230, -0.484, 0.452, -0.385, -0.488, -0.624, 0.089, 0.254, 0.348, 0.342, 0.291, 0.300, -0.109, -0.496, 0.505, -0.375, -0.496, -0.520, -0.355, 0.257, 0.331, 0.311, 0.299, 0.283, 0.250, -0.566, 0.436, -0.256, -0.423, -0.534, -0.449, 0.257, 0.327, 0.327, 0.267, 0.271, 0.316, -0.625, 0.491, -0.386, -0.530, -0.008, 0.558, 0.265, 0.337, -0.106, 0.250, 0.260, -0.504, -0.651, 0.448, -0.290, -0.349, 0.379, -0.488, 0.114, 0.253, 0.269, -0.274, 0.277, 0.292, -0.571, 0.510, -0.345, -0.412, -0.509, -0.428, 0.268, 0.303, 0.323, 0.261, 0.247, 0.357, -0.627, 0.491, -0.351, -0.154, 0.224, -0.566, 0.289, 0.025, -0.043, 0.173, 0.310, 0.327, -0.634, 0.593, -0.329, -0.215, -0.534, -0.608, 0.080, 0.359, 0.346, 0.281, 0.276, 0.340]
}

***

# 3
{
  "formula": "C4H9NS",
  "method": "ωB97M-V/def2-TZVPD",
  "e_homo_ha": -0.312,
  "relative_energy_ev": 1.3776,
  "orbital_gap_ev": 9.4629,
  "energy_ha": -610.70307,
  "species": ["C", "C", "N", "S", "C", "C", "H", "H", "H", "H", "H", "H", "H", "H", "H"],
  "positions_angstrom": [[-2.3489, -0.6777, -1.5178], [-1.0477, -1.3067, -0.8431], [0.0129, -0.7489, -0.4506], [0.2126, 1.0250, -0.5320], [1.8289, 1.1019, 0.3619], [1.4941, 0.5367, 1.8210], [-2.1794, -0.1786, -2.5148], [-3.0857, -1.4504, -1.6191], [-2.8012, 0.0581, -0.8584], [-1.1001, -2.3729, -0.6640], [2.5766, 0.4749, -0.0569], [2.0808, 2.1567, 0.4020], [1.2156, -0.5145, 1.8470], [2.4549, 0.7428, 2.3622], [0.6865, 1.1536, 2.2627]],
  "mulliken_charge": [-0.984, 0.076, -0.370, -0.109, -0.476, -0.973, 0.279, 0.308, 0.299, 0.365, 0.330, 0.331, 0.337, 0.304, 0.283]
}

***

Repeat the first record exactly.
{
  "formula": "C10H17NO2S2",
  "method": "ωB97M-V/def2-TZVPD",
  "e_homo_ha": -0.308,
  "relative_energy_ev": 0.0000,
  "orbital_gap_ev": 7.7959,
  "energy_ha": -1392.83336,
  "species": ["C", "C", "S", "C", "S", "N", "C", "O", "C", "C", "O", "C", "C", "C", "C", "H", "H", "H", "H", "H", "H", "H", "H", "H", "H", "H", "H", "H", "H", "H", "H", "H"],
  "positions_angstrom": [[-4.0881, -3.7606, 0.3450], [-2.6802, -3.4414, 0.8290], [-1.6095, -2.9071, -0.5845], [-0.0673, -2.5908, 0.3162], [1.1088, -3.7786, 0.3108], [0.4138, -1.3966, 0.8436], [-0.3359, -0.2360, 1.0434], [-1.5426, -0.1678, 0.8514], [0.3514, 1.0709, 1.4338], [1.5957, 1.2355, 0.5682], [2.6025, 0.6016, 0.8672], [1.6098, 2.1396, -0.7129], [2.8482, 1.8977, -1.6543], [1.6319, 3.5786, -0.2114], [0.3278, 1.8846, -1.5059], [-4.4569, -3.0118, -0.3419], [-4.7893, -3.7924, 1.2307], [-4.0945, -4.7160, -0.1806], [-2.7296, -2.6468, 1.5750], [-2.2112, -4.3202, 1.2892], [1.4123, -1.3377, 1.0454], [-0.3501, 1.9182, 1.3210], [0.6444, 0.9496, 2.4829], [2.7690, 0.9155, -2.1623], [2.9394, 2.6502, -2.4541], [3.7796, 1.9539, -1.1202], [1.7005, 4.2461, -1.0553], [0.6951, 3.8427, 0.3339], [2.4774, 3.7324, 0.4782], [-0.5262, 2.3269, -0.9657], [0.3533, 2.3318, -2.5144], [0.2203, 0.8278, -1.7016]],
  "mulliken_charge": [-1.173, -0.251, -0.077, 0.054, -0.303, -0.106, 0.455, -0.559, -0.563, 0.291, -0.638, 1.843, -1.653, -1.657, -1.708, 0.338, 0.325, 0.316, 0.270, 0.351, 0.316, 0.221, 0.440, 0.369, 0.394, 0.388, 0.447, 0.319, 0.392, 0.329, 0.458, 0.373]
}